Below is a cluster of 16 separate species, C51H105Cl2N2O24 in total, with properties calculated with the ωB97M-V functional and the def2-TZVPD basis.

## Properties
- Energy: -131742.5834 eV
- F_max: 4.3 eV/Å
- Orbital gap (alpha / beta): 7.4 / 5.5 eV
- 2S+1: 2

Each atom is followed by the atoms it is bonded to, with distances in Å.
CARTESIAN COORDINATES (ANGSTROEM)
1 C 1.68 1.70 -1.30  C2 1.544, H9 1.090, H10 1.090, H11 1.090
2 C 1.40 1.21 0.14  C1 1.544, N3 1.473, H12 1.090, H13 1.090
3 N 0.79 -0.12 0.17  C2 1.473, C4 1.397, C7 1.378
4 C 0.72 -0.96 1.28  N3 1.397, C5 1.378, H14 1.080
5 C 0.06 -2.13 0.96  C4 1.378, N6 1.383, H15 1.080
6 N -0.38 -2.06 -0.35  C5 1.383, C7 1.404, C8 1.516
7 C 0.19 -0.86 -0.83  N3 1.378, N6 1.404, H16 1.080
8 C -1.17 -3.12 -1.09  N6 1.516, H17 1.090, H18 1.090, H19 1.090
9 H 2.30 2.60 -1.25  C1 1.090
10 H 0.77 1.90 -1.87  C1 1.090
11 H 2.26 1.02 -1.91  C1 1.090
12 H 0.69 1.88 0.62  C2 1.090
13 H 2.34 1.17 0.69  C2 1.090
14 H 1.18 -0.64 2.20  C4 1.080
15 H -0.25 -2.98 1.55  C5 1.080
16 H 0.09 -0.55 -1.86  C7 1.080
17 H -1.75 -3.75 -0.41  C8 1.090
18 H -0.43 -3.75 -1.57  C8 1.090
19 H -1.85 -2.65 -1.81  C8 1.090
20 C 0.90 -2.98 -4.25  C21 1.369, C26 1.418, H30 1.080
21 C -0.43 -3.11 -4.58  C20 1.369, C22 1.533, O29 1.280
22 C -0.93 -4.33 -5.35  C21 1.533, O23 1.280, C24 1.383
23 O -2.16 -4.61 -5.58  C22 1.280
24 C -0.04 -5.32 -5.73  C22 1.383, C25 1.446, H31 1.080
25 C 1.37 -5.24 -5.42  C24 1.446, C26 1.629, O28 1.242
26 C 1.89 -3.93 -4.60  C20 1.418, C25 1.629, O27 1.241
27 O 3.08 -3.93 -4.23  C26 1.241
28 O 2.23 -6.11 -5.65  C25 1.242
29 O -1.09 -2.06 -4.27  C21 1.280
30 H 1.37 -2.15 -3.76  C20 1.080
31 H -0.41 -6.20 -6.23  C24 1.080
32 C 0.16 5.08 -3.00  C33 1.489, C36 1.512, H37 1.090, H38 1.090
33 C 0.49 6.18 -3.95  C32 1.489, C34 1.542, H39 1.090, H40 1.090
34 C -0.67 7.18 -3.87  C33 1.542, O35 1.419, H41 1.090, H42 1.090
35 O -1.47 6.64 -2.83  C34 1.419, C36 1.411
36 C -0.74 5.76 -2.00  C32 1.512, O35 1.411, H43 1.090, H44 1.090
37 H 1.07 4.65 -2.59  C32 1.090
38 H -0.47 4.32 -3.46  C32 1.090
39 H 0.82 5.89 -4.95  C33 1.090
40 H 1.40 6.59 -3.52  C33 1.090
41 H -1.32 7.25 -4.74  C34 1.090
42 H -0.33 8.20 -3.67  C34 1.090
43 H -1.44 5.20 -1.37  C36 1.090
44 H -0.10 6.25 -1.27  C36 1.090
45 C 4.66 5.74 -0.22  C46 1.487, C49 1.581, H50 1.090, H51 1.090
46 C 5.06 6.91 0.61  C45 1.487, C47 1.546, H52 1.090, H53 1.090
47 C 3.78 7.25 1.41  C46 1.546, O48 1.371, H54 1.090, H55 1.090
48 O 2.76 6.70 0.67  C47 1.371, C49 1.449
49 C 3.15 6.05 -0.56  C45 1.581, O48 1.449, H56 1.090, H57 1.090
50 H 4.68 4.82 0.38  C45 1.090
51 H 5.21 5.61 -1.14  C45 1.090
52 H 5.23 7.78 -0.02  C46 1.090
53 H 5.91 6.70 1.25  C46 1.090
54 H 3.71 8.34 1.43  C47 1.090
55 H 3.70 6.84 2.41  C47 1.090
56 H 3.07 6.76 -1.38  C49 1.090
57 H 2.61 5.12 -0.78  C49 1.090
58 C 0.58 1.07 5.58  C59 1.520, C62 1.520, H63 1.090, H64 1.090
59 C -0.60 0.48 4.82  C58 1.520, C60 1.531, H65 1.090, H66 1.090
60 C -1.87 1.08 5.42  C59 1.531, O61 1.443, H67 1.090, H68 1.090
61 O -1.42 1.89 6.52  C60 1.443, C62 1.463
62 C -0.03 1.59 6.87  C58 1.520, O61 1.463, H69 1.090, H70 1.090
63 H 1.09 1.84 5.00  C58 1.090
64 H 1.37 0.36 5.82  C58 1.090
65 H -0.60 -0.60 4.86  C59 1.090
66 H -0.53 0.73 3.76  C59 1.090
67 H -2.37 0.18 5.79  C60 1.090
68 H -2.50 1.58 4.68  C60 1.090
69 H -0.01 0.89 7.71  C62 1.090
70 H 0.47 2.51 7.18  C62 1.090
71 C 2.45 -3.98 5.50  C72 1.476, C75 1.514, H76 1.090, H77 1.090
72 C 2.86 -4.59 4.21  C71 1.476, C73 1.566, H78 1.090, H79 1.090
73 C 2.68 -3.49 3.11  C72 1.566, O74 1.420, H80 1.090, H81 1.090
74 O 1.81 -2.57 3.75  C73 1.420, C75 1.427
75 C 2.05 -2.56 5.16  C71 1.514, O74 1.427, H82 1.090, H83 1.090
76 H 3.23 -3.86 6.25  C71 1.090
77 H 1.71 -4.61 5.99  C71 1.090
78 H 2.27 -5.49 4.02  C72 1.090
79 H 3.87 -5.00 4.19  C72 1.090
80 H 2.25 -3.90 2.20  C73 1.090
81 H 3.58 -2.96 2.81  C73 1.090
82 H 1.14 -2.30 5.69  C75 1.090
83 H 2.87 -1.94 5.50  C75 1.090
84 C 4.65 2.30 2.04  C85 1.506, C88 1.489, H89 1.090, H90 1.090
85 C 5.01 1.34 3.14  C84 1.506, C86 1.541, H91 1.090, H92 1.090
86 C 3.69 0.99 3.83  C85 1.541, O87 1.443, H93 1.090, H94 1.090
87 O 2.74 1.79 3.10  C86 1.443, C88 1.400
88 C 3.39 2.91 2.55  C84 1.489, O87 1.400, H95 1.090, H96 1.090
89 H 4.58 1.80 1.07  C84 1.090
90 H 5.38 3.11 2.02  C84 1.090
91 H 5.65 1.78 3.91  C85 1.090
92 H 5.40 0.40 2.75  C85 1.090
93 H 3.77 1.24 4.89  C86 1.090
94 H 3.45 -0.07 3.90  C86 1.090
95 H 3.52 3.69 3.30  C88 1.090
96 H 2.74 3.37 1.81  C88 1.090
97 C -0.22 4.50 1.56  C98 1.523, C101 1.495, H102 1.090, H103 1.090
98 C -0.60 3.54 2.69  C97 1.523, C99 1.518, H104 1.090, H105 1.090
99 C -1.38 4.32 3.73  C98 1.518, O100 1.404, H106 1.090, H107 1.090
100 O -1.43 5.59 3.14  C99 1.404, C101 1.403
101 C -1.20 5.61 1.76  C97 1.495, O100 1.403, H108 1.090, H109 1.090
102 H -0.27 4.04 0.57  C97 1.090
103 H 0.75 4.97 1.71  C97 1.090
104 H 0.33 3.15 3.11  C98 1.090
105 H -1.22 2.72 2.32  C98 1.090
106 H -0.85 4.36 4.68  C99 1.090
107 H -2.36 3.86 3.87  C99 1.090
108 H -0.82 6.58 1.45  C101 1.090
109 H -2.12 5.46 1.19  C101 1.090
110 C -1.95 0.96 -5.64  C111 1.537, O113 1.404, H114 1.090, H115 1.090
111 C -1.45 1.73 -4.41  C110 1.537, O112 1.393, H116 1.090, H117 1.090
112 O -1.43 0.83 -3.35  C111 1.393, H118 0.960
113 O -3.33 0.72 -5.70  C110 1.404, H119 0.960
114 H -1.42 0.03 -5.88  C110 1.090
115 H -1.77 1.48 -6.59  C110 1.090
116 H -2.04 2.63 -4.24  C111 1.090
117 H -0.42 2.06 -4.57  C111 1.090
118 H -1.25 0.00 -3.80  O112 0.960
119 H -3.70 1.45 -6.19  O113 0.960
120 C -4.72 -3.91 -2.97  C121 1.512, O123 1.420, H124 1.090, H125 1.090
121 C -5.99 -3.27 -2.48  C120 1.512, O122 1.430, H126 1.090, H127 1.090
122 O -5.64 -2.27 -1.52  C121 1.430, H128 0.960
123 O -4.03 -3.03 -3.84  C120 1.420, H129 0.960
124 H -4.91 -4.85 -3.50  C120 1.090
125 H -4.03 -4.15 -2.16  C120 1.090
126 H -6.48 -4.09 -1.95  C121 1.090
127 H -6.67 -2.82 -3.20  C121 1.090
128 H -5.04 -2.69 -0.90  O122 0.960
129 H -3.27 -3.51 -4.19  O123 0.960
130 C -4.84 -2.46 1.70  C131 1.491, O133 1.432, H134 1.090, H135 1.090
131 C -6.01 -3.18 2.27  C130 1.491, O132 1.384, H136 1.090, H137 1.090
132 O -5.65 -4.42 2.75  C131 1.384, H138 0.960
133 O -4.08 -3.32 0.84  C130 1.432, H139 0.960
134 H -4.08 -2.14 2.41  C130 1.090
135 H -5.19 -1.52 1.26  C130 1.090
136 H -6.84 -3.25 1.57  C131 1.090
137 H -6.45 -2.57 3.07  C131 1.090
138 H -5.15 -4.27 3.56  O132 0.960
139 H -3.71 -3.97 1.44  O133 0.960
140 C -1.84 -4.65 4.00  C141 1.518, O143 1.426, H144 1.090, H145 1.090
141 C -2.75 -3.64 4.67  C140 1.518, O142 1.417, H146 1.090, H147 1.090
142 O -4.08 -3.97 5.05  C141 1.417, H148 0.960
143 O -2.03 -4.75 2.59  C140 1.426, H149 0.960
144 H -1.90 -5.61 4.51  C140 1.090
145 H -0.81 -4.28 4.09  C140 1.090
146 H -2.80 -2.74 4.07  C141 1.090
147 H -2.26 -3.27 5.57  C141 1.090
148 H -4.42 -3.28 5.62  O142 0.960
149 H -1.56 -5.52 2.26  O143 0.960
150 C -3.01 0.72 -0.18  C151 1.508, O153 1.361, H154 1.090, H155 1.090
151 C -3.48 0.98 1.23  C150 1.508, O152 1.394, H156 1.090, H157 1.090
152 O -2.69 0.22 2.09  C151 1.394, H158 0.960
153 O -3.33 -0.52 -0.64  C150 1.361, H159 0.960
154 H -1.93 0.89 -0.27  C150 1.090
155 H -3.44 1.40 -0.92  C150 1.090
156 H -4.51 0.66 1.36  C151 1.090
157 H -3.49 2.06 1.42  C151 1.090
158 H -3.17 0.04 2.90  O152 0.960
159 H -3.05 -1.10 0.07  O153 0.960
160 C 2.30 0.52 -5.22  C161 1.529, O163 1.393, H164 1.090, H165 1.090
161 C 3.48 -0.38 -5.60  C160 1.529, O162 1.413, H166 1.090, H167 1.090
162 O 4.67 0.37 -5.61  C161 1.413, H168 0.960
163 O 1.72 1.20 -6.29  C160 1.393, H169 0.960
164 H 2.72 1.21 -4.50  C160 1.090
165 H 1.50 -0.13 -4.86  C160 1.090
166 H 3.40 -0.76 -6.61  C161 1.090
167 H 3.52 -1.30 -5.01  C161 1.090
168 H 4.60 1.04 -6.30  O162 0.960
169 H 2.48 1.70 -6.57  O163 0.960
170 C -1.43 -8.02 -2.65  C171 1.543, O173 1.440, H174 1.090, H175 1.090
171 C -1.63 -6.57 -2.17  C170 1.543, O172 1.396, H176 1.090, H177 1.090
172 O -1.62 -6.50 -0.77  C171 1.396, H178 0.960
173 O -0.09 -8.50 -2.50  C170 1.440, H179 0.960
174 H -1.73 -8.02 -3.70  C170 1.090
175 H -2.17 -8.73 -2.27  C170 1.090
176 H -2.63 -6.32 -2.51  C171 1.090
177 H -0.88 -5.89 -2.58  C171 1.090
178 H -0.77 -6.81 -0.45  O172 0.960
179 H -0.09 -9.45 -2.65  O173 0.960
180 C 5.27 1.90 -2.78  Cl181 1.815, Cl182 1.805, H183 1.090, H184 1.090
181 Cl 4.30 3.41 -3.01  C180 1.815
182 Cl 6.38 1.98 -1.36  C180 1.805
183 H 4.64 1.02 -2.64  C180 1.090
184 H 5.86 1.76 -3.68  C180 1.090

Atom charges from the Mulliken analysis, given in e for atoms 1 to 6:
1. C -1.088
2. C 1.573
3. N 0.912
4. C -1.381
5. C -1.060
6. N 0.925